Entry 1:
{
  "formula": "C23H57N8O3P3Si",
  "method": "wB97M-V/def2-TZVPD",
  "homo_lumo_gap_ha": 0.3349,
  "largest_force_ev_per_a": 5.643,
  "smiles": "CP(C)[C@@H](C#N)[C@@H](C#N)CCO[Si](C)(C)C.CN(C)P(=O)(N(C)C)N(C)C.CN(C)P(=O)(N(C)C)N(C)C",
  "elements": ["C", "P", "C", "C", "C", "N", "C", "C", "N", "C", "C", "O", "Si", "C", "C", "C", "H", "H", "H", "H", "H", "H", "H", "H", "H", "H", "H", "H", "H", "H", "H", "H", "H", "H", "H", "H", "H", "O", "P", "N", "C", "C", "N", "C", "C", "N", "C", "C", "H", "H", "H", "H", "H", "H", "H", "H", "H", "H", "H", "H", "H", "H", "H", "H", "H", "H", "O", "P", "N", "C", "C", "N", "C", "C", "N", "C", "C", "H", "H", "H", "H", "H", "H", "H", "H", "H", "H", "H", "H", "H", "H", "H", "H", "H", "H"],
  "positions_angstrom": [[2.762, -2.624, 2.680], [0.966, -2.729, 2.304], [0.765, -4.457, 1.711], [0.782, -1.645, 0.786], [1.082, -2.383, -0.447], [1.218, -3.033, -1.379], [-0.617, -0.992, 0.681], [-0.666, -0.230, -0.585], [-0.675, 0.290, -1.611], [-1.789, -2.001, 0.624], [-3.043, -1.503, 1.366], [-4.182, -1.468, 0.527], [-5.466, -2.431, 0.991], [-6.943, -2.115, -0.115], [-4.916, -4.217, 0.738], [-5.995, -2.119, 2.760], [3.259, -3.572, 2.474], [2.871, -2.407, 3.740], [3.229, -1.842, 2.080], [0.613, -5.067, 2.602], [1.671, -4.826, 1.224], [-0.066, -4.570, 1.019], [1.532, -0.852, 0.857], [-0.781, -0.274, 1.485], [-2.019, -2.265, -0.406], [-1.460, -2.924, 1.103], [-3.174, -2.110, 2.268], [-2.854, -0.485, 1.721], [-7.770, -1.691, 0.456], [-6.725, -1.426, -0.932], [-7.278, -3.069, -0.524], [-5.279, -4.894, 1.510], [-5.262, -4.530, -0.249], [-3.825, -4.263, 0.696], [-6.564, -2.961, 3.156], [-5.182, -1.861, 3.439], [-6.681, -1.267, 2.765], [4.903, -0.911, 0.458], [5.737, -1.380, -0.674], [6.079, -3.000, -0.266], [7.259, -3.791, -0.550], [4.868, -3.806, -0.303], [7.125, -0.338, -0.494], [8.482, -0.854, -0.334], [6.954, 0.727, 0.502], [5.769, -1.468, -2.357], [6.957, -1.671, -3.161], [5.018, -0.327, -2.920], [7.246, -4.234, -1.557], [7.310, -4.622, 0.158], [8.176, -3.229, -0.425], [4.525, -3.985, -1.332], [4.077, -3.285, 0.236], [5.016, -4.774, 0.179], [8.579, -1.533, 0.520], [9.163, -0.018, -0.170], [8.864, -1.343, -1.230], [7.067, 0.356, 1.528], [5.982, 1.200, 0.410], [7.706, 1.499, 0.325], [7.503, -0.735, -3.325], [6.638, -2.052, -4.134], [7.645, -2.409, -2.758], [5.537, 0.623, -2.733], [4.021, -0.266, -2.478], [4.891, -0.444, -3.996], [-5.381, 5.206, 1.300], [-4.610, 4.892, 0.078], [-4.299, 3.223, 0.219], [-3.146, 2.475, -0.239], [-5.514, 2.424, 0.105], [-3.182, 5.864, 0.353], [-1.835, 5.301, 0.376], [-3.285, 6.767, 1.505], [-4.637, 5.063, -1.604], [-3.484, 4.953, -2.474], [-5.367, 6.296, -1.957], [-3.204, 2.191, -1.300], [-3.076, 1.540, 0.325], [-2.214, 2.998, -0.068], [-5.890, 2.396, -0.928], [-6.298, 2.829, 0.745], [-5.322, 1.398, 0.426], [-1.723, 4.498, 1.115], [-1.125, 6.088, 0.635], [-1.501, 4.944, -0.598], [-3.144, 6.243, 2.458], [-4.247, 7.270, 1.526], [-2.519, 7.541, 1.415], [-2.913, 5.889, -2.515], [-3.846, 4.735, -3.481], [-2.807, 4.145, -2.216], [-4.810, 7.191, -1.648], [-6.345, 6.317, -1.473], [-5.533, 6.349, -3.033]],
  "forces_ev_per_a": [[-0.1, -0.1, -0.2], [-0.7, 0.3, 0.7], [0.6, 0.0, -0.1], [0.4, -0.1, -0.6], [-0.3, 0.2, 0.6], [0.2, -0.3, -0.5], [-0.4, 0.0, -1.0], [0.2, 0.3, -0.1], [-0.1, 0.0, 0.3], [0.1, -0.3, 0.6], [0.5, 0.5, -0.3], [-0.3, -0.1, 0.4], [-0.3, -0.5, -0.2], [0.1, 0.2, 0.1], [0.2, 0.5, -0.1], [-0.1, 0.4, -0.1], [0.1, 0.0, -0.1], [0.1, 0.1, 0.0], [0.2, 0.0, 0.1], [-0.2, 0.0, 0.0], [-0.1, 0.1, -0.2], [-0.1, 0.0, 0.1], [0.0, 0.0, 0.2], [0.3, -0.2, 0.2], [-0.1, 0.1, 0.0], [0.0, 0.0, 0.0], [-0.2, -0.1, -0.1], [-0.1, 0.0, 0.0], [0.0, 0.0, 0.0], [0.0, -0.1, -0.1], [0.0, 0.1, -0.1], [0.0, -0.1, -0.1], [-0.1, -0.2, 0.1], [0.0, -0.1, 0.2], [0.1, -0.1, 0.0], [0.0, -0.2, 0.1], [0.1, 0.0, 0.0], [-2.4, 0.2, -1.9], [5.3, -1.0, 1.7], [0.2, 0.2, 0.4], [0.1, -0.1, -0.4], [-0.4, 0.1, -0.1], [0.1, -0.1, 0.4], [0.2, 0.0, -0.4], [-0.2, 0.1, 0.0], [-3.0, 1.1, -0.2], [0.4, -0.3, 0.0], [-0.2, 0.1, 0.0], [0.0, 0.0, 0.0], [-0.1, 0.0, 0.0], [-0.1, 0.0, -0.1], [0.0, -0.1, 0.0], [-0.1, -0.1, -0.1], [0.2, 0.1, 0.1], [0.1, 0.1, 0.1], [-0.1, 0.1, 0.1], [-0.2, -0.2, 0.0], [0.0, 0.1, 0.0], [0.0, -0.1, 0.1], [0.1, -0.1, 0.0], [0.0, 0.0, 0.2], [-0.1, 0.1, 0.0], [-0.1, 0.0, 0.2], [0.0, 0.0, -0.1], [0.0, 0.0, 0.0], [0.0, -0.1, 0.0], [-2.4, 0.6, -1.8], [5.3, -1.4, 1.3], [0.1, 0.0, 0.3], [0.1, -0.1, -0.4], [-0.3, 0.2, 0.0], [0.2, -0.2, 0.4], [0.2, 0.0, -0.4], [-0.2, 0.1, 0.0], [-2.9, 1.2, 0.1], [0.4, -0.3, 0.0], [-0.2, 0.1, 0.0], [0.0, 0.0, 0.0], [-0.2, 0.0, 0.0], [-0.1, 0.0, -0.1], [0.0, -0.1, 0.0], [0.0, 0.1, 0.0], [0.1, 0.0, 0.0], [0.1, 0.1, 0.1], [-0.1, 0.1, 0.1], [-0.2, -0.2, 0.0], [0.0, 0.1, 0.0], [0.0, -0.1, 0.0], [0.1, -0.1, -0.1], [0.0, 0.0, 0.2], [-0.1, 0.1, 0.0], [-0.1, 0.0, 0.2], [0.0, 0.0, -0.1], [0.0, 0.0, 0.0], [0.0, -0.1, 0.0]]
}

=====

Entry 2:
{
  "formula": "C23H57NO9P",
  "method": "wB97M-V/def2-TZVPD",
  "charge": -1,
  "homo_lumo_gap_ha": 0.1926,
  "largest_force_ev_per_a": 4.174,
  "elements": ["C", "C", "C", "C", "C", "C", "O", "C", "O", "C", "C", "P", "N", "H", "H", "H", "H", "H", "H", "H", "H", "H", "H", "H", "H", "H", "H", "H", "C", "C", "O", "H", "H", "H", "H", "H", "H", "C", "C", "O", "H", "H", "H", "H", "H", "H", "C", "C", "O", "H", "H", "H", "H", "H", "H", "C", "C", "O", "H", "H", "H", "H", "H", "H", "C", "C", "O", "H", "H", "H", "H", "H", "H", "C", "C", "O", "H", "H", "H", "H", "H", "H", "C", "C", "O", "H", "H", "H", "H", "H", "H"],
  "positions_angstrom": [[2.066, -2.475, 4.945], [2.488, -2.753, 3.842], [2.775, -2.970, 2.326], [1.853, -2.074, 1.345], [0.444, -2.820, 1.131], [-0.466, -2.824, 2.410], [-1.798, -3.345, 1.998], [-2.641, -2.273, 1.665], [-2.911, -1.969, 0.531], [-3.321, -1.446, 2.849], [-2.740, 0.048, 2.746], [1.568, -0.383, 2.084], [0.395, 0.369, 1.252], [1.823, -2.122, 5.967], [2.579, -4.036, 2.031], [3.862, -2.691, 2.174], [-0.124, -2.367, 0.261], [0.671, -3.890, 0.865], [-0.102, -3.501, 3.228], [-0.662, -1.816, 2.867], [-2.899, -1.896, 3.796], [-4.437, -1.489, 2.796], [-1.878, 0.181, 3.447], [-2.400, 0.263, 1.699], [-3.567, 0.783, 2.993], [2.771, 0.367, 1.906], [1.115, -0.429, 3.443], [0.043, -0.238, 0.509], [0.887, 4.950, 2.176], [-0.392, 4.419, 1.557], [-0.095, 3.503, 0.517], [1.501, 5.446, 1.420], [0.669, 5.663, 2.976], [1.484, 4.133, 2.587], [-0.976, 5.237, 1.128], [-1.007, 3.912, 2.308], [0.416, 2.772, 0.907], [1.153, 3.953, -3.705], [0.669, 2.523, -3.547], [1.015, 2.023, -2.266], [2.235, 4.008, -3.577], [0.895, 4.345, -4.692], [0.708, 4.599, -2.943], [1.131, 1.877, -4.296], [-0.420, 2.465, -3.664], [0.594, 2.594, -1.606], [1.641, -1.845, -4.509], [0.601, -1.521, -3.451], [1.034, -1.969, -2.177], [1.827, -2.921, -4.546], [1.314, -1.509, -5.496], [2.595, -1.365, -4.272], [-0.343, -2.020, -3.679], [0.420, -0.442, -3.402], [1.864, -1.520, -1.971], [2.966, 8.675, -4.499], [2.489, 7.245, -4.325], [2.843, 6.757, -3.036], [4.049, 8.736, -4.372], [2.704, 9.057, -5.488], [2.518, 9.326, -3.742], [2.954, 6.595, -5.068], [1.403, 7.181, -4.440], [2.423, 7.328, -2.382], [-2.454, -7.062, 1.537], [-3.943, -7.115, 1.815], [-4.295, -6.155, 2.804], [-1.887, -7.255, 2.450], [-2.170, -7.799, 0.782], [-2.163, -6.068, 1.185], [-4.229, -8.101, 2.187], [-4.517, -6.910, 0.904], [-4.048, -5.284, 2.466], [-1.771, 5.620, -5.214], [-1.886, 6.537, -4.013], [-1.243, 7.783, -4.275], [-0.724, 5.443, -5.460], [-2.255, 4.661, -5.020], [-2.234, 6.075, -6.095], [-1.405, 6.089, -3.142], [-2.936, 6.728, -3.767], [-1.678, 8.180, -5.039], [0.301, -8.770, 5.233], [1.190, -7.660, 4.704], [0.405, -6.642, 4.099], [-0.293, -9.202, 4.424], [0.896, -9.562, 5.695], [-0.403, -8.382, 5.974], [1.876, -8.047, 3.949], [1.781, -7.216, 5.512], [-0.193, -6.296, 4.772]],
  "forces_ev_per_a": [[0.3, 0.5, 0.9], [-0.3, -0.5, -1.4], [-0.2, 1.0, 0.3], [-0.3, 0.0, 2.1], [0.7, 0.9, 0.7], [-0.1, -0.3, -0.2], [-1.0, 1.4, -0.1], [-0.9, 0.2, 0.3], [0.4, -0.7, 0.6], [2.4, -0.2, 0.1], [-1.0, -0.1, -0.2], [-1.7, -1.8, -3.3], [0.3, 0.3, 0.6], [0.3, -0.6, -1.5], [0.5, 0.9, 0.5], [-1.1, -0.6, 0.1], [0.6, -0.5, 1.1], [-0.3, 0.9, 0.2], [-0.3, 0.6, -0.9], [0.6, -0.7, -0.6], [-1.0, 0.4, -0.8], [1.1, -0.1, -0.1], [-0.8, 0.0, -0.7], [-0.2, -0.2, 1.1], [1.0, -0.7, -0.1], [0.0, -0.3, 1.0], [0.9, 0.5, 0.0], [0.3, 0.3, 0.1], [0.0, 0.2, 0.1], [0.3, -0.4, -0.1], [0.1, 0.3, -0.2], [-0.1, 0.0, 0.0], [0.1, 0.0, 0.0], [-0.1, 0.0, 0.1], [0.0, -0.1, -0.1], [0.0, 0.1, 0.1], [-0.4, -0.6, -0.2], [0.1, 0.0, -0.2], [-0.1, 0.3, 0.5], [0.0, 0.0, -0.2], [-0.1, 0.0, 0.0], [0.1, 0.0, 0.0], [0.0, 0.0, -0.1], [0.0, -0.1, 0.1], [0.0, 0.0, -0.2], [0.1, -0.2, 0.1], [0.0, -0.1, -0.2], [0.4, 0.1, 0.3], [-0.2, -0.2, -0.2], [-0.1, 0.0, 0.0], [0.1, 0.0, 0.0], [-0.1, 0.1, 0.0], [0.0, 0.0, 0.1], [-0.1, 0.0, -0.1], [-0.2, 0.0, 0.3], [0.1, 0.1, -0.1], [-0.2, 0.2, 0.3], [0.2, -0.1, 0.0], [0.0, -0.1, -0.1], [0.0, 0.0, 0.0], [-0.1, 0.0, -0.1], [0.0, -0.1, 0.2], [0.0, 0.0, -0.2], [0.0, -0.1, -0.1], [0.1, -0.1, 0.0], [0.3, 0.4, -0.1], [-0.3, 0.0, 0.1], [0.0, 0.0, -0.1], [0.0, 0.0, 0.0], [0.0, -0.1, 0.0], [-0.1, 0.1, 0.1], [0.0, -0.2, -0.1], [0.1, -0.1, 0.1], [0.0, -0.1, 0.0], [-0.1, 0.1, -0.4], [0.1, 0.1, 0.1], [-0.1, 0.0, 0.1], [0.0, 0.0, -0.1], [-0.1, 0.0, 0.1], [0.0, 0.2, 0.0], [0.0, -0.2, 0.1], [0.1, -0.1, 0.1], [0.0, -0.2, 0.0], [-0.4, 0.2, 0.2], [0.0, -0.1, -0.1], [0.1, 0.0, 0.0], [-0.1, 0.0, 0.0], [0.1, 0.0, 0.1], [-0.1, 0.2, -0.1], [0.1, -0.2, 0.0], [0.1, 0.1, -0.2]]
}